{"formula": "C3H4O2S", "method": "wB97M-V/def2-TZVPD", "total_energy_ev": -18103.5170, "e_homo_ev": -9.65, "spin_multiplicity": 1, "gap_ev": 10.020, "e_above_lowest_kcal_mol": 58.8, "elements": ["C", "C", "C", "O", "O", "S", "H", "H", "H", "H"], "xyz": [[0.18818, -0.08188, -0.41160], [-0.87572, -1.29519, -0.60242], [0.64367, 0.22351, 1.00251], [2.91793, -0.12260, -0.42747], [-1.26937, -1.97046, 0.29376], [1.79174, -0.86178, 0.16061], [0.32323, 0.54437, -1.29720], [-1.28672, -1.21822, -1.55782], [0.96834, 1.22360, 1.21570], [-0.09900, -0.14589, 1.82024]], "atomic_forces_ev_per_a": [[-0.75, -2.79, 0.29], [1.82, 3.77, 2.06], [-2.45, -0.24, 0.65], [0.24, 0.15, 0.24], [0.11, -0.69, 0.25], [-0.34, 0.03, -0.27], [0.08, 0.02, 0.55], [-0.84, -0.70, -2.12], [0.45, 0.29, -0.15], [1.68, 0.16, -1.48]]}